--- 1 ---
One molecule with the formula CH2O3S2, computed with the ωB97M-V functional and the def2-TZVPD basis.

The total charge is 0. As for the spin multiplicity: 1.

Element x y z (Å)
1 C -0.27 -0.76 0.49
2 O 0.39 -3.67 -0.14
3 O -0.93 -1.54 -0.46
4 O -0.12 -1.69 1.58
5 S 1.39 -0.26 0.10
6 S -0.70 -2.93 0.41
7 H -0.76 0.18 0.89
8 H 1.00 0.80 -0.88

--- 2 ---
A 2-piece molecular cluster, CH2O3S2 overall, computed with the ωB97M-V functional and the def2-TZVPD basis.

The total charge is 0. As for the spin multiplicity: 1.

Element x y z (Å)
1 C 0.50 -0.02 -0.51
2 O 3.13 -0.49 -1.22
3 O 3.78 -1.27 0.99
4 O 1.05 0.37 0.52
5 S -1.28 0.03 -0.57
6 S 3.44 -0.13 0.14
7 H 1.03 -0.21 -1.44
8 H -1.54 0.74 0.57

--- 3 ---
CH2O3S2 as an isolated structure, computed with the ωB97M-V functional and the def2-TZVPD basis.

The total charge is 0. As for the spin multiplicity: 1.

Element x y z (Å)
1 C -0.10 0.20 -0.14
2 O -0.99 -0.07 -1.02
3 O -2.61 0.60 0.90
4 O 1.23 -1.17 -0.05
5 S 0.93 1.66 -0.14
6 S -1.68 -0.41 0.56
7 H 1.15 -1.89 -0.63
8 H 2.06 1.08 0.50

Least stable = 3

--- 1 ---
One molecule with the formula C2H4O2S2, computed with the ωB97M-V functional and the def2-TZVPD basis.

The total charge is 0. As for the spin multiplicity: 1.

Element x y z (Å)
1 C 0.94 0.40 -0.29
2 C 0.20 -0.04 0.88
3 O -2.25 -0.87 1.16
4 O -1.04 -1.52 -0.96
5 S 2.02 -0.49 -1.10
6 S -1.49 -0.29 0.07
7 H 2.66 -1.87 -0.75
8 H -0.02 0.73 1.52
9 H 0.46 -0.91 1.43
10 H -1.01 -2.22 -0.25

--- 2 ---
C2H4O2S2 as an isolated structure, computed with the ωB97M-V functional and the def2-TZVPD basis.

The total charge is 0. As for the spin multiplicity: 1.

Element x y z (Å)
1 C -0.80 -0.79 -0.42
2 C 0.23 0.03 0.29
3 O -3.62 0.28 -0.91
4 O -2.73 0.76 1.32
5 S -1.42 -2.17 0.21
6 S -2.51 0.71 -0.10
7 H -0.91 -0.64 -1.49
8 H -0.19 0.47 1.20
9 H 0.62 0.82 -0.34
10 H 1.05 -0.61 0.62

Least stable = 1

--- 1 ---
A 3-piece molecular cluster, C2H4O2S2 overall, computed with the ωB97M-V functional and the def2-TZVPD basis.

The total charge is 0. As for the spin multiplicity: 1. The SMILES is O=C=S.C=S.O.

Element x y z (Å)
1 C 0.02 2.29 2.14
2 C 1.41 -0.43 -1.04
3 O -0.43 2.97 1.33
4 O -1.20 0.39 1.27
5 S 0.71 1.54 3.30
6 S 1.57 -0.94 0.47
7 H 0.96 -1.05 -1.81
8 H 1.74 0.56 -1.35
9 H -2.09 0.32 0.92
10 H -1.03 -0.41 1.78

--- 2 ---
A 2-piece molecular cluster, C2H4O2S2 overall, computed with the ωB97M-V functional and the def2-TZVPD basis.

The total charge is 0. As for the spin multiplicity: 1.

Element x y z (Å)
1 C 0.29 0.78 0.18
2 C -0.82 -0.06 0.62
3 O 2.76 0.87 -0.65
4 O 2.03 -1.10 0.64
5 S -1.55 -1.34 -0.50
6 S 1.69 0.00 -0.24
7 H -0.05 1.60 -1.10
8 H -0.36 -0.64 1.30
9 H -1.51 0.50 1.10
10 H -2.48 -0.61 -1.35

Least stable = 2

--- 1 ---
C3H6BrClIN as an isolated structure, computed with the ωB97M-V functional and the def2-TZVPD basis.

The total charge is 0. As for the spin multiplicity: 1.

Element x y z (Å)
1 C -1.03 0.08 0.96
2 C -0.30 -0.39 -1.33
3 C 1.31 -0.25 0.59
4 N 0.08 -0.46 0.11
5 Cl 1.64 -0.17 2.29
6 Br 0.88 3.00 -0.28
7 I 2.99 -0.76 -0.58
8 H -1.27 1.04 0.49
9 H -1.91 -0.59 0.87
10 H -0.93 0.18 1.97
11 H -0.52 0.44 -2.03
12 H 0.34 -1.17 -1.83
13 H -1.28 -0.96 -1.24

--- 2 ---
C3H6BrClIN as an isolated structure, computed with the ωB97M-V functional and the def2-TZVPD basis.

The total charge is 0. As for the spin multiplicity: 1.

Element x y z (Å)
1 C -1.07 0.33 -1.00
2 C -0.72 -0.18 1.31
3 C 1.80 -0.22 -0.36
4 N -0.53 -0.54 -0.06
5 Cl 2.14 -0.73 -1.94
6 Br 2.45 -1.47 0.93
7 I 2.13 1.77 0.22
8 H -1.11 1.35 -0.76
9 H -0.54 0.38 -1.86
10 H -2.10 0.03 -1.45
11 H 0.04 -0.73 1.82
12 H -0.87 0.95 1.67
13 H -1.61 -0.92 1.50

Least stable = 2

--- 1 ---
An isolated ion of composition C9H13N2 and charge +1, computed with the ωB97M-V functional and the def2-TZVPD basis.

The total charge is +1. As for the spin multiplicity: 1. The SMILES is C=C1[C@@H]2[NH2+][C@@H]2C[C@@H]2C[C@]13CN23.

Element x y z (Å)
1 C -0.25 1.40 0.30
2 C -0.68 2.69 0.42
3 C 0.07 -1.96 0.32
4 C 0.65 -0.28 -1.46
5 C -1.57 0.59 -1.89
6 C 0.00 0.65 1.56
7 C 0.11 -0.90 1.43
8 C -0.35 -1.47 -1.10
9 C -0.48 0.60 -0.92
10 N 1.26 -0.06 1.62
11 N -1.54 -0.55 -0.99
12 H -0.76 3.17 -0.58
13 H -0.59 3.09 1.40
14 H 1.18 -2.06 0.27
15 H -0.27 -2.87 0.76
16 H 1.60 -0.43 -0.96
17 H 0.82 -0.16 -2.58
18 H -2.39 1.17 -1.64
19 H -1.31 0.48 -2.88
20 H -0.34 1.08 2.38
21 H -0.09 -1.35 2.33
22 H -0.54 -2.20 -1.79
23 H 1.80 -0.16 2.50
24 H 1.96 0.12 0.93

--- 2 ---
An isolated ion of composition C9H13N2 and charge +1, computed with the ωB97M-V functional and the def2-TZVPD basis.

The total charge is +1. As for the spin multiplicity: 1. The SMILES is C/C1=N/C=C\C=C/C=C\[N@@H+]1C.

Element x y z (Å)
1 C -2.31 -0.99 -0.93
2 C -2.59 -0.22 0.24
3 C -1.04 1.82 0.36
4 C 0.25 1.73 -0.01
5 C -1.21 -1.74 -1.01
6 C -2.04 0.88 0.78
7 C 0.53 -0.87 0.53
8 C 1.11 -0.92 1.92
9 C 1.38 0.16 -1.71
10 N -0.33 -1.55 0.06
11 N 1.15 0.42 -0.24
12 H -3.26 -1.33 -1.47
13 H -3.42 -0.58 0.84
14 H -1.28 2.84 0.59
15 H 0.95 2.57 -0.08
16 H -0.91 -2.41 -1.82
17 H -2.60 1.28 1.66
18 H 2.14 -0.46 1.82
19 H 1.16 -2.10 1.93
20 H 0.71 -0.43 2.81
21 H 0.48 -0.17 -2.25
22 H 1.73 0.99 -2.21
23 H 2.29 -0.57 -1.71
24 H 1.98 0.65 0.28

--- 3 ---
An isolated ion of composition C9H13N2 and charge +1, computed with the ωB97M-V functional and the def2-TZVPD basis.

The total charge is +1. As for the spin multiplicity: 1.

Element x y z (Å)
1 C 3.53 -0.04 -0.41
2 C 2.97 1.17 -0.01
3 C 2.74 -1.25 -0.37
4 C 1.60 1.24 0.30
5 C 1.43 -1.16 -0.01
6 C 0.83 0.06 0.32
7 C -0.49 0.23 0.75
8 C -1.69 -0.62 0.63
9 C -2.19 0.05 -0.78
10 N -1.47 -2.04 0.46
11 N -2.92 1.38 -0.46
12 H 4.47 0.01 -0.86
13 H 3.52 2.11 -0.03
14 H 3.10 -2.33 -0.52
15 H 1.17 2.20 0.83
16 H 0.94 -2.15 0.17
17 H -0.88 1.18 1.11
18 H -2.51 -0.45 1.41
19 H -1.37 0.18 -1.51
20 H -1.10 -2.13 -0.48
21 H -2.39 -2.51 0.46
22 H -3.91 1.31 -0.67
23 H -2.57 2.14 -0.99
24 H -2.80 1.43 0.66

Least stable = 1

--- 1 ---
One molecule with the formula C22H21N3O3S, computed with the ωB97M-V functional and the def2-TZVPD basis.

The total charge is 0. As for the spin multiplicity: 1. The SMILES is COc1ccc(NC(=O)c2nc(C)c([C@]3(C)CC(c4ccccc4)=NO3)s2)cc1.

Element x y z (Å)
1 C -2.13 -2.27 -1.57
2 H -2.01 -1.19 -1.71
3 O -1.48 -2.72 -0.41
4 C -0.14 -2.57 -0.32
5 C 0.46 -3.11 0.82
6 C 1.82 -2.99 1.03
7 C 2.62 -2.34 0.09
8 C 2.03 -1.84 -1.07
9 C 0.66 -1.95 -1.27
10 H 0.24 -1.54 -2.17
11 H 2.64 -1.36 -1.82
12 N 3.99 -2.14 0.33
13 C 4.64 -0.95 0.29
14 O 5.83 -0.84 0.46
15 C 3.71 0.20 0.09
16 N 3.63 0.96 -0.93
17 C 2.59 1.83 -0.87
18 C 1.83 1.73 0.26
19 S 2.49 0.52 1.31
20 C 0.58 2.46 0.65
21 C 0.91 3.69 1.48
22 H 1.40 3.39 2.41
23 H 0.00 4.24 1.72
24 H 1.58 4.35 0.92
25 C -0.44 1.52 1.33
26 C -1.53 1.48 0.28
27 N -1.28 2.24 -0.71
28 O -0.10 2.88 -0.56
29 C -2.73 0.67 0.37
30 C -2.88 -0.28 1.38
31 C -4.03 -1.05 1.44
32 C -5.03 -0.89 0.50
33 C -4.89 0.06 -0.51
34 C -3.75 0.83 -0.57
35 H -3.62 1.57 -1.35
36 H -5.67 0.19 -1.24
37 H -5.93 -1.49 0.55
38 H -4.14 -1.79 2.22
39 H -2.11 -0.42 2.12
40 H -0.82 1.94 2.27
41 H -0.03 0.53 1.53
42 C 2.38 2.76 -2.02
43 H 3.34 2.93 -2.51
44 H 1.69 2.32 -2.74
45 H 1.96 3.70 -1.69
46 H 4.55 -2.94 0.61
47 H 2.27 -3.39 1.92
48 H -0.16 -3.60 1.55
49 H -1.77 -2.79 -2.46
50 H -3.19 -2.49 -1.42

--- 2 ---
One molecule with the formula C22H21N3O3S, computed with the ωB97M-V functional and the def2-TZVPD basis.

The total charge is 0. As for the spin multiplicity: 1. The SMILES is C=CCn1c(COc2ccccc2-c2ccccc2)nnc1S[C@@H]1CCOC1=O.

Element x y z (Å)
1 O 5.58 -0.29 3.13
2 N 2.90 0.49 -1.30
3 N 1.68 0.97 -1.73
4 O -1.51 -0.69 -1.29
5 O 7.25 0.37 1.69
6 S 3.86 -1.20 0.66
7 C 6.00 0.00 2.02
8 C 2.64 -0.34 -0.30
9 C 0.71 0.38 -1.07
10 C 1.06 -1.29 3.35
11 C 0.67 -0.59 2.20
12 C -3.94 1.24 2.54
13 C -3.79 -1.03 -4.16
14 C -3.31 0.02 2.31
15 C -4.58 1.93 1.52
16 C -4.98 -0.60 -3.58
17 C -2.62 -1.07 -3.40
18 C -3.27 -0.49 1.00
19 C -4.61 1.40 0.25
20 C -5.02 -0.18 -2.24
21 C -2.67 -0.67 -2.03
22 C -3.91 0.21 -0.05
23 C -3.89 -0.24 -1.45
24 N 1.29 -0.42 -0.14
25 C -0.79 0.57 -1.29
26 C 0.62 -1.28 0.87
27 C 7.28 0.84 0.32
28 C 5.01 0.20 0.83
29 C 5.99 0.37 -0.32
30 H 1.15 -0.82 4.35
31 H 1.44 -2.32 3.30
32 H 0.41 0.45 2.25
33 H -3.95 1.66 3.53
34 H -3.76 -1.39 -5.19
35 H -2.83 -0.46 3.15
36 H -5.13 2.85 1.78
37 H -5.86 -0.58 -4.17
38 H -1.71 -1.44 -3.85
39 H -2.75 -1.40 0.77
40 H -5.12 1.92 -0.57
41 H -5.93 0.17 -1.76
42 H -1.21 1.23 -0.50
43 H -0.88 1.12 -2.19
44 H 1.13 -2.22 0.87
45 H -0.44 -1.48 0.66
46 H 8.18 0.47 -0.20
47 H 7.37 1.95 0.25
48 H 4.46 1.14 1.03
49 H 5.64 1.14 -0.99
50 H 6.18 -0.57 -0.89

Least stable = 2

--- 1 ---
One molecule with the formula C6H8, computed with the ωB97M-V functional and the def2-TZVPD basis.

The total charge is 0. As for the spin multiplicity: 1. The SMILES is C=CC(=C)C=C.

Element x y z (Å)
1 C -1.42 0.30 -0.19
2 C -2.55 -0.42 0.10
3 C 0.46 -1.04 0.76
4 C 0.02 0.04 0.14
5 C 1.04 0.90 -0.59
6 C 2.40 0.68 -0.24
7 H -1.45 1.17 -0.94
8 H -3.37 0.21 0.48
9 H -2.85 -1.41 -0.06
10 H 1.39 -0.94 1.41
11 H -0.09 -1.92 0.77
12 H 0.54 1.44 -1.38
13 H 3.23 1.20 -0.62
14 H 2.63 -0.21 0.35

--- 2 ---
One molecule with the formula C6H8, computed with the ωB97M-V functional and the def2-TZVPD basis.

The total charge is 0. As for the spin multiplicity: 1. The SMILES is C#CC1CCC1.

Element x y z (Å)
1 C 2.91 -0.52 -0.13
2 C 1.79 -0.22 0.22
3 C 0.40 0.11 0.52
4 C -0.46 1.11 -0.34
5 C -1.64 0.14 -0.12
6 C -0.65 -0.98 0.17
7 H 3.91 -0.73 -0.46
8 H 0.28 0.63 1.46
9 H -0.63 2.12 0.06
10 H -0.09 1.18 -1.36
11 H -2.19 0.39 0.80
12 H -2.35 0.01 -0.94
13 H -0.32 -1.46 -0.76
14 H -0.94 -1.77 0.88

Least stable = 1

--- 1 ---
One molecule with the formula C6H8, computed with the ωB97M-V functional and the def2-TZVPD basis.

The total charge is 0. As for the spin multiplicity: 1. The SMILES is C#CC(=C)CC.

Element x y z (Å)
1 C 1.56 -0.89 -0.34
2 C 0.84 0.20 0.51
3 C -0.52 0.68 0.04
4 C -0.83 1.97 -0.20
5 C -1.44 -0.43 0.00
6 C -2.15 -1.39 0.04
7 H 1.69 -0.66 -1.42
8 H 0.98 -1.81 -0.31
9 H 2.51 -1.17 0.10
10 H 0.72 -0.26 1.49
11 H 1.54 1.02 0.57
12 H -1.90 2.17 -0.45
13 H -0.11 2.76 -0.09
14 H -2.89 -2.20 0.07

--- 2 ---
One molecule with the formula C6H8, computed with the ωB97M-V functional and the def2-TZVPD basis.

The total charge is 0. As for the spin multiplicity: 1.

Element x y z (Å)
1 C -1.80 0.28 -0.09
2 C 0.22 0.41 -1.27
3 C 1.47 0.64 -0.47
4 C 1.43 -0.22 0.77
5 C 0.29 -0.90 0.79
6 C -0.55 -0.55 -0.42
7 H -2.30 -0.17 0.76
8 H -2.50 0.42 -0.91
9 H -1.52 1.29 0.20
10 H 1.61 1.71 -0.28
11 H 2.30 0.39 -1.15
12 H 2.22 -0.27 1.51
13 H -0.01 -1.60 1.56
14 H -0.88 -1.42 -1.00

--- 3 ---
A 2-piece molecular cluster, C6H8 overall, computed with the ωB97M-V functional and the def2-TZVPD basis.

The total charge is 0. As for the spin multiplicity: 1. The SMILES is C1=CC1.C=C=C.

Element x y z (Å)
1 C -0.60 1.42 1.39
2 C -1.42 0.66 0.72
3 C -2.21 -0.12 0.03
4 C 0.86 -0.44 -1.39
5 C 1.44 -1.15 -0.20
6 C 1.87 0.15 -0.83
7 H -0.89 1.89 2.33
8 H -2.24 -1.19 0.21
9 H -2.87 0.29 -0.74
10 H 0.10 -0.46 -2.15
11 H 2.04 -2.05 -0.34
12 H 0.89 -1.13 0.75
13 H 0.40 1.60 1.01
14 H 2.56 0.97 -0.78

Least stable = 3

--- 1 ---
One molecule with the formula C6H8, computed with the ωB97M-V functional and the def2-TZVPD basis.

The total charge is 0. As for the spin multiplicity: 1.

Element x y z (Å)
1 C 0.89 0.07 1.63
2 C -0.39 -1.07 0.14
3 C -1.49 -0.32 -0.15
4 C -0.39 0.86 -1.59
5 C 0.77 0.91 -1.10
6 C 0.89 -0.35 0.31
7 H -0.02 0.44 2.10
8 H 1.79 0.10 2.24
9 H -0.38 -2.15 0.09
10 H -1.59 0.68 0.28
11 H -2.44 -0.80 -0.40
12 H -1.15 1.10 -2.30
13 H 1.72 1.39 -1.25
14 H 1.78 -0.88 -0.01

--- 2 ---
One molecule with the formula C6H8, computed with the ωB97M-V functional and the def2-TZVPD basis.

The total charge is 0. As for the spin multiplicity: 1.

Element x y z (Å)
1 C -0.61 -0.48 0.28
2 C -0.77 -0.96 1.54
3 C -0.31 -0.35 -1.03
4 C -0.27 0.41 1.55
5 C -1.09 -0.94 -2.12
6 C 1.17 0.54 2.08
7 H 0.55 0.28 -1.18
8 H -0.84 1.42 1.59
9 H -2.14 -1.14 -1.80
10 H -0.75 -1.80 -2.63
11 H -1.28 -0.33 -2.97
12 H 1.11 0.65 3.15
13 H 1.87 1.21 1.45
14 H 1.71 -0.42 1.90

Least stable = 1

--- 1 ---
A 2-piece molecular cluster, C6H8 overall, computed with the ωB97M-V functional and the def2-TZVPD basis.

The total charge is 0. As for the spin multiplicity: 1. The SMILES is C1=CC=1.C=CC.

Element x y z (Å)
1 C 1.11 2.52 -1.66
2 C 0.19 1.61 -1.52
3 C 0.51 -1.68 -0.09
4 C -0.51 -1.67 0.85
5 C 0.41 2.39 -0.44
6 C -0.92 -0.46 1.68
7 H 1.87 2.89 -2.34
8 H -0.28 0.78 -1.93
9 H 0.50 -2.42 -0.89
10 H 1.19 -0.88 -0.23
11 H -1.01 -2.58 0.91
12 H -1.86 -0.04 1.30
13 H -0.20 0.37 1.65
14 H -1.01 -0.81 2.72

--- 2 ---
One molecule with the formula C6H8, computed with the ωB97M-V functional and the def2-TZVPD basis.

The total charge is 0. As for the spin multiplicity: 1. The SMILES is C1=C[C@H]2C[C@H]2C1.

Element x y z (Å)
1 C -1.43 0.33 0.11
2 C -0.29 0.52 -0.85
3 C 1.08 0.82 -0.28
4 C 1.18 -0.21 0.82
5 C 0.34 -1.23 0.63
6 C -0.68 -0.88 -0.41
7 H -1.28 0.51 1.17
8 H -2.42 0.59 -0.25
9 H -0.56 0.86 -1.84
10 H 1.20 1.85 0.05
11 H 1.86 0.62 -1.04
12 H 1.75 -0.05 1.73
13 H 0.26 -2.11 1.26
14 H -1.14 -1.61 -1.06

Least stable = 1

--- 1 ---
A 2-piece molecular cluster, H4O2 overall, computed with the ωB97M-V functional and the def2-TZVPD basis.

The total charge is 0. As for the spin multiplicity: 1. The SMILES is O.O.

Element x y z (Å)
1 H 0.10 -1.46 1.38
2 H 0.31 -0.94 -0.04
3 H 0.53 1.43 -0.96
4 H -0.82 1.71 -0.29
5 O 0.08 -1.73 0.44
6 O -0.21 0.99 -0.52

--- 2 ---
A 2-piece molecular cluster, H4O2 overall, computed with the ωB97M-V functional and the def2-TZVPD basis.

The total charge is 0. As for the spin multiplicity: 1. The SMILES is O.O.

Element x y z (Å)
1 H -0.81 2.10 0.76
2 H -0.55 1.09 2.02
3 O -0.96 2.01 1.77
4 H 1.36 -1.56 -2.32
5 H 1.49 -2.13 -1.08
6 O 0.78 -1.95 -1.69

Least stable = 2

--- 1 ---
A 2-piece molecular cluster, H4O2 overall, computed with the ωB97M-V functional and the def2-TZVPD basis.

The total charge is 0. As for the spin multiplicity: 1. The SMILES is O.O.

Element x y z (Å)
1 H -2.17 0.01 -0.33
2 H -0.75 0.51 -0.37
3 H 1.64 0.58 0.58
4 H 0.97 -0.80 0.18
5 O -1.32 -0.17 0.06
6 O 1.63 -0.14 -0.11

--- 2 ---
A 2-piece molecular cluster, H4O2 overall, computed with the ωB97M-V functional and the def2-TZVPD basis.

The total charge is 0. As for the spin multiplicity: 1. The SMILES is O.O.

Element x y z (Å)
1 H 1.61 -0.34 0.70
2 H 1.97 0.22 -0.61
3 H -1.53 0.76 0.28
4 H -1.23 -0.66 -0.25
5 O 1.14 0.04 -0.06
6 O -1.97 -0.01 -0.06

Least stable = 2